A structure of composition C26H21ClNPdS4 at a distorted geometry, computed with ωB97M-V/def2-TZVPD.

The HOMO-LUMO gap is 6.04 eV. Its energy relative to the best compared isomer or geometry (same formula, charge and spin) is 25.6 kJ/mol. The highest occupied orbital energy is -10.5 eV. The value obtained for the energy is -3238.7810 a.u. As for the total charge: +1. The multiplicity is 1. The calculation puts the LUMO energy at -4.48 eV.

Each line ends with the Löwdin charge.
Geometry (Å):
Pd1 0.14328 0.37818 -0.15178  0.371
S1 -2.11948 0.79280 -0.55719  0.639
C1 -2.78185 -0.82458 -0.63576  -0.657
C2 -4.05188 -0.99507 -1.19456  -0.104
C3 -4.61039 -2.25624 -1.30291  -0.058
C4 -3.92006 -3.38197 -0.86723  -0.071
C5 -2.66519 -3.23092 -0.30713  -0.099
C6 -2.11435 -1.95915 -0.18085  -0.535
S2 -0.49827 -1.82963 0.53738  0.956
C7 -0.84515 -1.59790 2.32893  -0.293
C8 -0.33463 -0.31384 2.93636  -0.331
C9 0.08125 -0.24118 4.25957  0.007
C10 0.52054 0.98118 4.74024  -0.017
C11 0.53583 2.09301 3.90775  0.012
C12 0.10116 1.93320 2.60361  -0.324
C13 0.01480 3.06197 1.61688  -0.305
S3 0.58670 2.65482 -0.07095  0.959
C14 2.35361 2.67578 0.12356  -0.513
C15 2.99333 3.90029 -0.05192  -0.095
C16 4.35856 3.99201 0.13888  -0.067
C17 5.07432 2.85231 0.48988  -0.056
C18 4.43956 1.63221 0.63544  -0.101
C19 3.05836 1.51804 0.45095  -0.640
S4 2.31533 -0.06040 0.62214  0.683
N1 -0.31888 0.75426 2.15962  0.026
H1 -4.58579 -0.12631 -1.55773  0.111
H2 -5.59151 -2.36479 -1.74639  0.115
H3 -4.35604 -4.36627 -0.96683  0.111
H4 -2.10287 -4.09298 0.03039  0.114
H5 -0.41151 -2.45979 2.83273  0.091
H6 -1.93014 -1.65145 2.42715  0.109
H7 0.07557 -1.11758 4.89306  0.125
H8 0.86274 1.06801 5.76284  0.121
H9 0.88401 3.05180 4.26655  0.125
H10 0.58950 3.93406 1.92397  0.100
H11 -1.02787 3.35915 1.48407  0.098
H12 2.41633 4.77206 -0.33663  0.114
H13 4.86286 4.93877 0.00613  0.113
H14 6.14464 2.91344 0.63544  0.116
H15 5.00963 0.74717 0.88648  0.109
Cl1 -1.38057 0.98003 -3.85954  0.736
C20 -0.90848 -0.63010 -3.45471  -0.616
C21 -1.66942 -1.68510 -3.92504  -0.089
C22 -1.27630 -2.98848 -3.66432  -0.051
C23 -0.11136 -3.24306 -2.94922  -0.066
C24 0.64289 -2.19024 -2.47598  -0.065
C25 0.25225 -0.85712 -2.69432  -0.341
C26 1.04763 0.21394 -2.12038  -0.119
H16 -2.55952 -1.48067 -4.50373  0.116
H17 -1.87615 -3.80837 -4.03590  0.117
H18 0.20296 -4.26200 -2.76765  0.116
H19 1.54501 -2.37176 -1.90269  0.119
H20 0.84940 1.21332 -2.48913  0.040
H21 2.08559 -0.02488 -1.92954  0.045

Cartesian forces, eV/Å:
Pd 0.39 0.18 0.98
S 0.04 0.14 -0.12
C 0.00 0.00 0.01
C -0.05 -0.06 0.00
C 0.00 0.09 -0.01
C 0.04 -0.06 0.03
C -0.02 -0.04 -0.01
C 0.00 -0.10 -0.03
S 0.16 0.13 -0.32
C -0.06 0.04 -0.01
C 0.03 0.02 0.03
C 0.00 0.00 0.00
C 0.01 -0.02 0.03
C -0.01 0.01 -0.04
C -0.01 -0.08 0.15
C -0.05 0.01 -0.09
S 0.20 -0.11 -0.23
C -0.01 0.00 0.03
C 0.03 0.04 0.01
C -0.02 0.04 -0.01
C -0.01 -0.05 0.00
C 0.02 0.03 0.00
C 0.02 0.08 -0.01
S -0.09 -0.07 -0.05
N 0.00 -0.09 -0.30
H 0.00 0.00 0.00
H 0.00 0.00 0.00
H 0.01 0.00 0.00
H 0.00 0.00 -0.01
H -0.01 0.01 0.02
H -0.01 0.01 -0.01
H -0.01 -0.01 -0.01
H 0.00 0.00 0.00
H -0.01 0.01 -0.02
H 0.00 0.00 0.02
H 0.00 -0.01 -0.01
H 0.00 -0.01 0.00
H 0.00 0.00 0.00
H 0.00 -0.01 0.00
H 0.00 0.00 0.00
Cl -0.02 -0.03 -0.10
C 0.17 0.04 0.05
C -0.05 -0.02 -0.04
C -0.01 0.02 0.00
C 0.03 -0.06 0.00
C -0.06 0.09 0.03
C 0.03 -0.11 -0.19
C -0.75 -0.10 0.33
H 0.00 0.01 0.00
H 0.00 0.00 0.00
H 0.01 0.00 0.00
H 0.01 -0.01 -0.02
H 0.10 -0.03 -0.11
H -0.06 0.08 0.02